128
Properties=species:S:1:pos:R:3:lowdin_charge:R:1 method="wB97M-V/def2-TZVPD" multiplicity=2 homo_lumo_gap_ev="7.08 / 6.30" mol_weight_g_mol=1332.52 charge=0 e_above_lowest_ev=0.000
Na 0.02 -0.04 -0.11 -0.20
C 0.38 -0.68 4.72 -0.38
Se 0.25 0.13 2.96 0.91
C 1.88 1.20 3.01 -0.55
C 3.12 0.49 2.47 -0.54
Se 2.96 -0.05 0.59 0.92
C 3.24 -1.95 0.87 -0.39
H 0.27 0.08 5.48 0.02
H 1.32 -1.21 4.84 0.03
H -0.44 -1.40 4.80 0.01
H 2.03 1.50 4.05 0.07
H 1.66 2.09 2.43 0.00
H 3.34 -0.41 3.03 0.06
H 3.98 1.15 2.54 0.06
H 4.23 -2.13 1.28 0.02
H 3.17 -2.42 -0.11 0.02
H 2.46 -2.35 1.52 0.01
Se -0.02 0.32 -7.49 0.27
P 0.18 1.77 -5.98 0.51
C 1.70 2.71 -6.20 -0.36
C 1.83 3.54 -7.32 -0.10
C 3.04 4.14 -7.60 -0.07
C 4.15 3.90 -6.79 -0.08
C 4.03 3.07 -5.69 -0.08
C 2.81 2.48 -5.39 -0.08
C -1.20 2.96 -6.05 -0.35
C -2.47 2.44 -6.28 -0.12
C -3.56 3.29 -6.40 -0.09
C -3.38 4.67 -6.28 -0.09
C -2.12 5.19 -6.04 -0.07
C -1.03 4.33 -5.93 -0.09
C 0.20 1.08 -4.30 -0.41
C 0.14 1.53 -2.96 -0.39
N 0.15 0.42 -2.20 -0.09
N 0.26 -0.63 -2.99 -0.07
N 0.31 -0.27 -4.25 0.00
P 0.10 3.08 -2.06 0.64
Se 0.21 2.86 0.06 0.43
C 1.49 4.11 -2.61 -0.34
C 2.77 3.77 -2.15 -0.10
C 3.86 4.54 -2.50 -0.08
C 3.69 5.66 -3.30 -0.08
C 2.43 6.01 -3.76 -0.07
C 1.33 5.23 -3.41 -0.09
C -1.42 3.97 -2.47 -0.37
C -2.47 3.34 -3.11 -0.09
C -3.69 4.01 -3.25 -0.08
C -3.84 5.30 -2.77 -0.07
C -2.78 5.93 -2.12 -0.07
C -1.57 5.27 -1.96 -0.11
H 0.99 3.68 -7.98 0.11
H 3.14 4.78 -8.47 0.10
H 5.10 4.36 -7.02 0.10
H 4.89 2.87 -5.06 0.11
H 2.72 1.82 -4.53 0.11
H -2.60 1.37 -6.40 0.07
H -4.54 2.89 -6.59 0.11
H -4.23 5.33 -6.37 0.11
H -1.98 6.26 -5.95 0.11
H -0.04 4.74 -5.77 0.08
H 2.89 2.90 -1.51 0.09
H 4.85 4.27 -2.14 0.11
H 4.55 6.27 -3.57 0.11
H 2.30 6.88 -4.39 0.11
H 0.34 5.51 -3.75 0.09
H -2.37 2.33 -3.48 0.10
H -4.51 3.51 -3.74 0.10
H -4.78 5.81 -2.88 0.11
H -2.90 6.93 -1.74 0.11
H -0.76 5.74 -1.43 0.11
C -4.26 -0.12 -4.49 -0.09
C -4.98 0.62 -3.56 -0.10
C -4.59 0.64 -2.23 -0.11
C -3.50 -0.12 -1.80 -0.31
C -2.80 -0.89 -2.74 -0.13
C -3.16 -0.87 -4.08 -0.07
Ge -2.92 -0.06 0.06 1.11
C -3.78 1.45 0.96 -0.31
C -4.59 1.26 2.09 -0.11
C -5.17 2.35 2.73 -0.09
C -4.96 3.64 2.25 -0.09
C -4.17 3.83 1.12 -0.08
C -3.58 2.75 0.49 -0.13
C -3.39 -1.73 0.97 -0.32
C -3.20 -1.88 2.34 -0.16
C -3.47 -3.08 2.98 -0.09
C -3.92 -4.17 2.24 -0.09
C -4.10 -4.04 0.87 -0.08
C -3.84 -2.83 0.24 -0.10
H -4.54 -0.11 -5.53 0.10
H -5.83 1.20 -3.88 0.10
H -5.14 1.25 -1.52 0.10
H -1.95 -1.47 -2.43 0.07
H -2.58 -1.43 -4.80 0.11
H -4.79 0.27 2.46 0.09
H -5.80 2.19 3.59 0.10
H -5.41 4.48 2.75 0.10
H -4.00 4.83 0.74 0.10
H -2.96 2.92 -0.39 0.06
H -2.82 -1.04 2.93 0.09
H -3.32 -3.18 4.05 0.10
H -4.11 -5.11 2.72 0.10
H -4.45 -4.89 0.29 0.10
H -3.99 -2.74 -0.84 0.10
N 0.18 -7.46 -0.94 0.17
C 0.03 -8.78 -0.57 -0.19
C 0.21 -9.98 -1.25 -0.02
C -0.03 -11.14 -0.54 -0.10
C -0.43 -11.11 0.81 -0.09
C -0.61 -9.91 1.48 -0.02
C -0.37 -8.73 0.77 -0.23
N -0.47 -7.41 1.20 0.18
C -0.14 -6.70 0.16 -0.28
C -0.11 -5.22 0.13 -0.13
C 0.18 -4.50 -1.01 0.01
C 0.17 -3.11 -0.96 -0.12
N -0.10 -2.42 0.16 0.06
C -0.36 -3.14 1.26 -0.14
C -0.38 -4.52 1.30 0.01
H 0.46 -7.12 -1.84 0.15
H 0.52 -10.01 -2.29 0.11
H 0.10 -12.10 -1.03 0.10
H -0.60 -12.04 1.32 0.10
H -0.92 -9.88 2.51 0.11
H 0.39 -4.98 -1.96 0.11
H 0.36 -2.53 -1.86 0.08
H -0.57 -2.57 2.15 0.07
H -0.61 -5.05 2.21 0.12


143
Properties=species:S:1:pos:R:3:lowdin_charge:R:1 method="wB97M-V/def2-TZVPD" multiplicity=2 homo_lumo_gap_ev="5.31 / 5.12" mol_weight_g_mol=1312.54 charge=+3 e_above_lowest_ev=3.797
Re -0.11 0.39 -0.31 0.99
C 3.80 -6.15 0.78 -0.02
C 2.96 -4.92 0.90 -0.25
C 3.23 -3.98 1.90 0.01
C 2.46 -2.84 2.06 -0.03
C 1.41 -2.63 1.17 -0.39
C 1.13 -3.53 0.15 -0.13
C 1.90 -4.67 0.03 -0.03
S 0.39 -1.22 1.49 0.82
O 1.09 -0.37 2.48 -0.44
C -0.98 -1.97 2.38 -0.31
C -1.17 -3.36 2.29 -0.06
C -1.83 -4.03 3.28 0.01
C -2.15 -3.35 4.48 -0.15
C -2.60 -4.07 5.61 -0.01
C -2.78 -3.44 6.80 -0.03
C -2.49 -2.06 6.91 -0.03
C -2.11 -1.34 5.82 0.00
C -1.96 -1.95 4.55 -0.11
C -1.57 -1.21 3.37 -0.10
C -1.94 0.24 3.40 -0.10
C -3.27 0.47 3.96 -0.13
C -4.31 -0.49 3.79 -0.02
C -5.56 -0.27 4.31 -0.04
C -5.83 0.90 5.06 -0.04
C -4.86 1.85 5.20 -0.01
C -3.59 1.67 4.62 -0.15
C -2.60 2.69 4.68 0.02
C -1.51 2.59 3.88 -0.07
C -1.24 1.41 3.14 -0.26
S -0.31 1.85 1.67 0.83
O 1.06 2.33 1.87 -0.41
C -1.30 3.30 1.29 -0.40
C -0.67 4.53 1.42 -0.07
C -1.41 5.68 1.22 0.00
C -2.76 5.62 0.87 -0.24
C -3.56 6.87 0.67 -0.03
C -3.36 4.36 0.75 0.00
C -2.64 3.20 0.98 -0.07
H 3.78 -6.72 1.71 0.10
H 4.84 -5.89 0.59 0.09
H 3.45 -6.79 -0.03 0.09
H 4.05 -4.16 2.59 0.14
H 2.66 -2.12 2.84 0.13
H 0.31 -3.35 -0.54 0.09
H 1.68 -5.39 -0.75 0.13
H -0.77 -3.92 1.46 0.09
H -2.01 -5.09 3.20 0.13
H -2.77 -5.13 5.52 0.12
H -3.11 -3.99 7.67 0.12
H -2.56 -1.57 7.88 0.12
H -1.89 -0.29 5.93 0.13
H -4.13 -1.39 3.22 0.12
H -6.34 -1.00 4.16 0.12
H -6.81 1.04 5.50 0.12
H -5.06 2.76 5.74 0.12
H -2.77 3.58 5.28 0.13
H -0.83 3.43 3.78 0.13
H 0.37 4.58 1.70 0.12
H -0.93 6.64 1.33 0.13
H -2.96 7.65 0.21 0.09
H -3.90 7.25 1.64 0.10
H -4.44 6.69 0.06 0.09
H -4.41 4.29 0.51 0.13
H -3.14 2.24 0.93 0.08
N 1.35 0.14 -1.27 -0.28
P 2.71 0.54 -2.18 0.69
N 2.43 0.74 -3.78 -0.19
C 1.65 1.86 -4.33 -0.17
C 0.41 1.37 -5.09 -0.15
C -0.07 0.04 -4.51 -0.20
C 0.99 -1.04 -4.76 -0.16
C 2.40 -0.42 -4.68 -0.16
N 3.73 -0.71 -2.04 -0.20
C 5.13 -0.49 -2.46 -0.17
C 6.07 -1.08 -1.42 -0.16
C 5.90 -2.61 -1.37 -0.16
C 4.47 -3.01 -1.74 -0.16
C 3.47 -1.95 -1.29 -0.19
N 3.23 1.99 -1.65 -0.19
C 4.06 2.90 -2.48 -0.19
C 3.69 4.34 -2.19 -0.17
C 3.96 4.64 -0.72 -0.17
C 3.22 3.66 0.18 -0.18
C 3.45 2.20 -0.21 -0.18
H 2.29 2.43 -5.01 0.13
H 1.38 2.53 -3.51 0.09
H 0.65 1.22 -6.14 0.13
H -0.37 2.13 -5.05 0.11
H -1.02 -0.24 -4.96 0.12
H -0.24 0.16 -3.43 0.05
H 0.86 -1.47 -5.75 0.13
H 0.90 -1.85 -4.03 0.09
H 2.70 -0.05 -5.66 0.14
H 3.14 -1.15 -4.36 0.10
H 5.30 0.58 -2.58 0.10
H 5.30 -0.95 -3.43 0.13
H 5.86 -0.63 -0.45 0.12
H 7.10 -0.82 -1.68 0.13
H 6.15 -2.97 -0.37 0.11
H 6.60 -3.09 -2.06 0.12
H 4.21 -3.96 -1.27 0.10
H 4.37 -3.15 -2.82 0.12
H 3.55 -1.79 -0.21 0.12
H 2.45 -2.27 -1.50 0.08
H 3.96 2.64 -3.53 0.10
H 5.11 2.74 -2.20 0.13
H 2.64 4.50 -2.43 0.10
H 4.28 5.00 -2.83 0.13
H 3.66 5.66 -0.47 0.12
H 5.03 4.58 -0.53 0.13
H 2.15 3.87 0.17 0.07
H 3.53 3.77 1.22 0.13
H 2.79 1.55 0.37 0.08
H 4.48 1.92 0.03 0.13
Br -4.13 2.72 -3.89 0.86
C -2.52 2.95 -2.96 -0.67
C -1.85 4.17 -2.97 -0.05
C -0.65 4.25 -2.29 -0.01
C -0.19 3.16 -1.58 -0.14
N -0.85 1.99 -1.56 -0.12
C -1.99 1.89 -2.26 -0.22
H -2.25 5.01 -3.51 0.13
H -0.08 5.17 -2.28 0.13
H 0.74 3.19 -1.04 0.09
H -2.50 0.94 -2.25 0.07
C -1.39 -3.92 -3.41 0.02
C -2.38 -3.36 -2.45 -0.23
C -3.64 -3.86 -2.24 0.07
C -4.47 -3.23 -1.29 -0.25
N -4.05 -2.16 -0.62 0.13
C -2.85 -1.68 -0.84 -0.65
S -2.41 -0.27 0.09 0.73
N -2.02 -2.26 -1.74 0.13
C -5.83 -3.74 -1.01 0.01
H -1.76 -4.84 -3.84 0.11
H -0.44 -4.13 -2.90 0.09
H -1.19 -3.21 -4.21 0.09
H -3.98 -4.72 -2.79 0.14
H -1.08 -1.87 -1.86 0.11
H -6.43 -3.72 -1.93 0.11
H -6.32 -3.14 -0.25 0.09
H -5.78 -4.78 -0.69 0.11


140
Properties=species:S:1:pos:R:3:lowdin_charge:R:1 method="wB97M-V/def2-TZVPD" multiplicity=6 homo_lumo_gap_ev="5.91 / 6.68" mol_weight_g_mol=1234.65 charge=-1
Mn 0.51 0.28 -0.76 0.60
I 3.35 -0.37 -0.24 1.07
C 2.95 -2.42 -0.33 -0.61
C 4.02 -3.26 -0.22 -0.19
C 3.82 -4.66 -0.26 -0.11
C 2.55 -5.15 -0.40 -0.06
C 1.44 -4.28 -0.52 -0.18
C 0.13 -4.81 -0.67 -0.07
C -0.93 -3.97 -0.82 -0.09
C -0.72 -2.57 -0.81 -0.18
C 0.51 -1.96 -0.63 -0.19
C 1.60 -2.87 -0.49 -0.25
H 5.03 -2.87 -0.11 0.08
H 4.67 -5.32 -0.18 0.09
H 2.38 -6.22 -0.43 0.10
H 0.00 -5.89 -0.68 0.10
H -1.93 -4.36 -0.95 0.09
H -1.61 -1.95 -0.99 0.05
C -0.61 5.16 7.41 -0.06
C -0.92 3.89 6.66 -0.26
C -2.23 3.62 6.29 -0.10
C -2.53 2.47 5.57 -0.09
C -1.54 1.57 5.25 0.00
C -0.22 1.80 5.64 -0.20
N 0.78 0.90 5.35 0.10
C 0.51 -0.41 4.85 -0.21
C 0.36 -1.45 5.76 -0.03
C 0.12 -2.74 5.33 -0.10
C 0.00 -2.99 3.97 -0.08
C 0.11 -1.95 3.06 -0.03
C 0.37 -0.65 3.49 -0.06
C 0.53 0.42 2.40 -0.62
O 1.37 1.32 2.55 0.00
O -0.21 0.19 1.39 -0.23
C 0.10 2.99 6.33 -0.19
C 1.54 3.24 6.69 -0.05
H -1.54 5.67 7.67 0.07
H -0.01 5.85 6.81 0.07
H -0.06 4.97 8.33 0.08
H -3.01 4.32 6.55 0.10
H -3.55 2.27 5.26 0.10
H -1.78 0.67 4.69 0.10
H 1.65 1.01 5.83 0.12
H 0.44 -1.23 6.82 0.11
H 0.03 -3.54 6.05 0.09
H -0.19 -4.00 3.61 0.10
H -0.01 -2.12 2.00 0.09
H 2.19 3.06 5.83 0.08
H 1.89 2.58 7.49 0.09
H 1.71 4.26 7.02 0.06
C 0.72 5.06 3.34 0.00
N 0.05 4.86 2.05 -0.05
N 0.81 4.09 1.17 0.04
C 0.05 3.11 0.60 -0.40
O 0.43 2.38 -0.33 -0.06
C -1.25 3.22 1.21 0.09
C -1.19 4.24 2.09 -0.25
C -2.22 4.72 3.06 -0.01
C 2.09 4.50 0.73 -0.19
C 3.08 3.54 0.63 0.00
C 4.33 3.92 0.15 -0.07
C 4.58 5.24 -0.18 -0.10
C 3.59 6.20 -0.04 -0.09
C 2.33 5.83 0.41 -0.02
H 1.70 5.51 3.15 0.09
H 0.85 4.12 3.87 0.09
H 0.13 5.75 3.93 0.09
H -2.09 2.58 0.98 0.11
H -3.18 4.27 2.82 0.09
H -2.32 5.80 3.02 0.09
H -1.96 4.43 4.08 0.05
H 2.86 2.53 0.97 0.07
H 5.11 3.18 0.06 0.10
H 5.56 5.54 -0.55 0.10
H 3.78 7.23 -0.29 0.10
H 1.53 6.56 0.50 0.11
Te -3.07 -0.86 1.38 1.46
C -4.58 -2.00 0.42 -0.53
C -4.70 -3.36 0.67 -0.15
C -5.65 -4.12 0.02 -0.10
C -6.50 -3.53 -0.91 -0.10
C -6.38 -2.17 -1.18 -0.10
C -5.42 -1.41 -0.53 -0.15
C -4.30 -0.37 3.04 -0.52
C -4.04 -0.95 4.28 -0.15
C -4.83 -0.66 5.38 -0.09
C -5.91 0.21 5.25 -0.11
C -6.17 0.80 4.02 -0.10
C -5.36 0.52 2.92 -0.14
H -4.03 -3.83 1.39 0.09
H -5.74 -5.18 0.23 0.10
H -7.24 -4.12 -1.43 0.10
H -7.02 -1.70 -1.92 0.10
H -5.31 -0.36 -0.75 0.09
H -3.21 -1.64 4.38 0.09
H -4.61 -1.11 6.34 0.10
H -6.53 0.44 6.10 0.10
H -7.00 1.49 3.91 0.10
H -5.57 0.99 1.97 0.09
C -1.09 2.89 -5.90 -0.09
C -0.69 2.52 -4.47 -0.59
C 0.15 3.66 -3.89 -0.10
C -1.95 2.45 -3.58 -0.11
P 0.27 0.90 -4.19 0.78
N 0.28 0.43 -2.75 -0.31
C 2.04 1.21 -4.84 -0.59
C 2.73 -0.15 -4.93 -0.10
C 2.80 2.02 -3.76 -0.11
C 2.19 1.92 -6.18 -0.09
C -0.51 -0.45 -5.26 -0.59
C -2.02 -0.48 -4.93 -0.11
C -0.35 -0.35 -6.77 -0.09
C 0.03 -1.80 -4.75 -0.10
H -1.59 3.86 -5.89 0.08
H -1.79 2.17 -6.34 0.06
H -0.23 2.97 -6.56 0.06
H -0.46 4.57 -3.87 0.08
H 1.03 3.88 -4.49 0.05
H 0.47 3.44 -2.87 0.07
H -2.30 3.47 -3.38 0.08
H -1.72 1.97 -2.63 0.06
H -2.77 1.92 -4.06 0.06
H 2.57 -0.74 -4.03 0.08
H 3.81 0.01 -5.04 0.08
H 2.40 -0.73 -5.79 0.06
H 2.40 1.81 -2.76 0.03
H 2.75 3.09 -3.93 0.06
H 3.85 1.73 -3.77 0.07
H 1.70 1.39 -7.00 0.06
H 3.25 2.00 -6.43 0.08
H 1.80 2.94 -6.16 0.05
H -2.56 0.37 -5.35 0.05
H -2.18 -0.49 -3.85 0.08
H -2.45 -1.39 -5.35 0.08
H -0.65 0.62 -7.17 0.06
H -0.98 -1.10 -7.25 0.08
H 0.67 -0.54 -7.09 0.06
H 0.21 -1.77 -3.66 0.06
H 0.96 -2.09 -5.25 0.06
H -0.70 -2.59 -4.95 0.08


no.,E (eV)
1,-412934.89521
2,-191795.01574
3,-131448.90104